Entry 1:
C3H10OS2 | wB97M-V/def2-TZVPD

Kohn-Sham gap (spin up / spin down): 0.3612 / 0.2261 Ha
charge: +1
spin multiplicity: 2
E_LUMO (spin up / spin down): -5.1 / -8.8 eV
ΔE to the lowest compared entry with this formula, charge and spin: 17.4 kcal/mol
E_HOMO (spin up / spin down): -0.54859 / -0.54858 Eh
⟨S²⟩: 0.7541

Positions of all 16 atoms, in Å:
C  0.9148  0.3516  -0.8099
C  0.8139  -1.0272  -1.4740
C  1.1569  0.1592  0.6872
S  0.7648  1.6625  1.6446
S  -0.0642  0.8634  3.3500
H  1.7314  0.9157  -1.2667
H  0.0040  0.9253  -0.9798
H  1.6441  -1.6707  -1.1803
H  0.8686  -0.9188  -2.5520
H  -0.1381  -1.4860  -1.2042
H  0.5231  -0.6314  1.0955
H  2.2088  -0.0103  0.9391
H  -1.1499  0.5348  2.6133
H  -3.8417  0.1287  -0.0658
H  -2.3807  0.4180  -0.2902
O  -3.0559  -0.2148  -0.5067

***

Entry 2:
C3H10OS2 | wB97M-V/def2-TZVPD

Kohn-Sham gap (spin up / spin down): 0.1706 / 0.1549 Ha
charge: +1
spin multiplicity: 2
E_LUMO (spin up / spin down): -9.0 / -9.0 eV
ΔE to the lowest compared entry with this formula, charge and spin: 110.9 kcal/mol
E_HOMO (spin up / spin down): -0.50141 / -0.48504 Eh
⟨S²⟩: 1.6943

Positions of all 16 atoms, in Å:
C  -0.5525  0.5903  -1.3857
C  -0.6993  -0.9731  -1.3142
C  0.2475  1.0319  -0.1688
S  1.8315  0.3822  -0.6254
S  -2.7324  -0.1525  0.6778
H  0.0660  0.8957  -2.2837
H  -1.5361  1.0631  -1.4488
H  -0.8513  -1.1139  -0.1787
H  0.3145  -1.3633  -1.6846
H  -1.6007  -1.2999  -1.8596
H  0.2593  2.1221  -0.1564
H  -0.2120  0.4869  0.6767
H  -2.8319  -0.4152  2.0059
H  2.9532  -1.2617  2.8470
H  2.8913  -1.0536  1.2593
O  2.6235  -0.7038  2.1495

***

Entry 3:
C3H10OSSi | wB97M-V/def2-TZVPD

Kohn-Sham gap: 0.3273 Ha
structure (SMILES): C[Si](C)=O.CS
charge: 0
E_LUMO: 0.3 eV
ΔE to the lowest compared entry with this formula, charge and spin: 32.5 kcal/mol
E_HOMO: -0.31495 Eh

Positions of all 16 atoms, in Å:
C  1.7345  -2.2314  0.0022
C  0.9097  -1.4003  -2.6737
C  -2.1555  3.3712  0.6313
O  -0.4148  0.0177  -0.4025
Si  0.5952  -1.0192  -0.8824
S  -2.4158  3.0551  2.4349
H  1.3079  -2.4075  0.9274
H  1.8762  -3.1264  -0.5731
H  2.6755  -1.7757  0.1758
H  0.6871  -2.4453  -2.7956
H  0.2678  -0.7150  -3.2340
H  1.9526  -1.3626  -3.0313
H  -1.7331  4.3674  0.4658
H  -3.2052  3.2308  0.1027
H  -1.2580  2.6812  0.2542
H  -3.5260  3.9536  2.6324

***

Entry 4:
C3H10OSSi | wB97M-V/def2-TZVPD

Kohn-Sham gap: 0.3368 Ha
structure (SMILES): C[Si@]1(O)CS1.C
charge: 0
E_LUMO: 0.5 eV
ΔE to the lowest compared entry with this formula, charge and spin: 13.6 kcal/mol
E_HOMO: -0.32022 Eh

Positions of all 16 atoms, in Å:
C  -3.3036  1.3332  -0.8922
C  1.3240  -1.9157  1.5022
C  2.5110  0.7031  -0.2329
O  0.1515  -0.9600  -0.9242
Si  1.2660  -0.5276  0.1681
S  1.2672  1.4717  0.8963
H  -3.3973  0.2673  -0.7552
H  -2.9470  1.5717  0.0753
H  -4.1723  1.8862  -0.7969
H  0.3425  -1.8789  2.0665
H  1.3776  -2.9178  0.8522
H  2.0121  -2.0621  2.4343
H  3.5160  0.6526  0.3662
H  2.6275  1.1893  -1.2369
H  0.0392  -0.5398  -1.7813
H  -2.6145  1.7269  -1.7417

***

Entry 5:
C3H10OSi | wB97M-V/def2-TZVPD

Kohn-Sham gap: 0.3753 Ha
structure (SMILES): C[C@@H]([SiH3])CO
charge: 0
E_LUMO: 1.0 eV
ΔE to the lowest compared entry with this formula, charge and spin: 65.9 kcal/mol
E_HOMO: -0.33970 Eh

Positions of all 15 atoms, in Å:
C  1.2498  -0.4844  -0.6696
C  0.6181  1.2140  0.8486
C  0.1714  0.5187  -0.4627
O  -0.3791  2.0304  1.3932
Si  -1.6263  -0.8393  -0.0296
H  2.2444  -0.1069  -0.2885
H  1.2380  -1.3067  0.0068
H  1.2891  -0.8518  -1.6654
H  1.5622  1.7466  0.7179
H  0.7890  0.3361  1.5798
H  0.1072  1.2563  -1.2395
H  -0.4910  2.8445  0.9924
H  -2.7695  -0.0499  0.2650
H  -1.0019  -1.7230  0.8924
H  -2.0547  -1.4437  -1.2220

***

Entry 6:
C3H10S | wB97M-V/def2-TZVPD

Kohn-Sham gap: 0.2895 Ha
structure (SMILES): CCS.C
charge: 0
E_LUMO: -0.5 eV
ΔE to the lowest compared entry with this formula, charge and spin: 96.9 kcal/mol
E_HOMO: -0.30838 Eh

Positions of all 14 atoms, in Å:
C  -2.9990  -0.8713  -4.8226
H  -2.5127  -1.6389  -5.5251
H  -2.9335  -0.9682  -3.7726
H  -3.9642  -0.7314  -5.1201
H  -2.3463  -0.0150  -4.7905
C  1.4866  1.3016  3.3253
C  2.2084  0.2115  2.8726
S  1.2034  -0.8446  1.5866
H  0.8283  1.0399  4.2857
H  0.8024  1.7105  2.5943
H  2.2348  2.0953  3.3864
H  2.8372  0.5167  2.0578
H  2.7963  -0.5665  3.3616
H  0.3584  -1.2394  0.5605

***

Entry 7:
C3H10S | wB97M-V/def2-TZVPD

Kohn-Sham gap: 0.3376 Ha
structure (SMILES): CSC.C
charge: 0
E_LUMO: 0.9 eV
ΔE to the lowest compared entry with this formula, charge and spin: 45.2 kcal/mol
E_HOMO: -0.30528 Eh

Positions of all 14 atoms, in Å:
C  -1.1437  0.2829  -3.4066
H  -1.8192  0.4852  -4.2357
H  -1.6252  1.0927  -2.7833
H  -0.0125  0.6030  -3.5498
H  -1.2181  -0.7379  -3.0581
C  1.6448  -0.6897  0.9863
S  0.3485  -1.2594  1.9170
C  -0.2910  0.2648  2.9345
H  2.3740  -0.0196  1.4939
H  1.2183  -0.0922  0.0130
H  2.2556  -1.7185  0.5751
H  -0.8983  0.0724  3.8067
H  0.3493  1.1548  3.0043
H  -1.1826  0.5616  2.3027

***

Entry 8:
C3H10S2 | wB97M-V/def2-TZVPD

Kohn-Sham gap (spin up / spin down): 0.0723 / 0.3189 Ha
charge: -1
spin multiplicity: 2
E_LUMO (spin up / spin down): 3.2 / 3.2 eV
ΔE to the lowest compared entry with this formula, charge and spin: 41.5 kcal/mol
E_HOMO (spin up / spin down): 0.04363 / -0.20303 Eh
⟨S²⟩: 0.7507

Positions of all 15 atoms, in Å:
C  -2.2889  -1.3608  -0.5496
S  -3.2515  0.0835  -0.0036
H  -2.9366  -2.2102  -0.7593
H  -1.5682  -1.6308  0.2219
H  -1.7020  -1.2479  -1.4636
H  -4.4607  -0.4404  -0.2093
C  2.2655  1.7368  0.2869
C  1.2948  0.6000  0.4635
S  1.4763  -0.8066  -0.7556
H  3.2616  1.3093  0.3662
H  2.1640  2.2824  -0.6475
H  2.1082  2.4449  1.1032
H  0.2263  0.8050  0.4288
H  1.4255  0.0713  1.4072
H  1.9857  -1.6365  0.1108

***

Entry 9:
C3H10S2 | wB97M-V/def2-TZVPD

Kohn-Sham gap: 0.3595 Ha
structure (SMILES): CCCS.S
charge: 0
E_LUMO: 0.8 eV
ΔE to the lowest compared entry with this formula, charge and spin: 4.5 kcal/mol
E_HOMO: -0.33004 Eh

Positions of all 15 atoms, in Å:
C  -1.6574  -0.0825  -0.8599
C  -0.5794  -0.2342  0.2104
C  -1.0540  0.3790  1.5166
S  0.2575  0.2439  2.7829
H  -1.4070  -0.6516  -1.7524
H  -1.8133  0.9584  -1.1427
H  -2.5982  -0.4775  -0.4697
H  -0.3862  -1.2994  0.3678
H  0.3496  0.2216  -0.1298
H  -1.9337  -0.1571  1.8687
H  -1.3093  1.4298  1.3929
H  -0.4403  0.8041  3.7774
S  1.3722  -0.2243  -3.1216
H  1.3588  -1.5546  -2.9679
H  2.2826  -0.0728  -2.1517

***

Entry 10:
C3H10SSi | wB97M-V/def2-TZVPD

Kohn-Sham gap: 0.3656 Ha
structure (SMILES): CC(C)S[SiH3]
charge: 0
E_LUMO: 1.0 eV
ΔE to the lowest compared entry with this formula, charge and spin: 0.0 kcal/mol
E_HOMO: -0.33024 Eh

Positions of all 15 atoms, in Å:
C  1.2957  -0.9158  1.4138
C  -1.1474  -0.6103  0.8791
C  0.2766  -0.5441  0.3682
Si  -0.2008  1.6748  -2.1458
S  0.6029  1.2780  -0.1821
H  1.0724  -0.0982  2.1787
H  0.9430  -1.9481  1.7807
H  2.2126  -1.0123  0.9273
H  -1.1246  0.0663  1.7294
H  -1.4650  -1.6640  1.1644
H  -1.7639  -0.1518  0.0718
H  0.3926  -1.1485  -0.4811
H  -1.1053  2.7330  -1.8563
H  -0.8585  0.3153  -2.6207
H  0.8698  2.0258  -3.2273

***

Entry 11:
C3H11AgN4O3 | wB97M-V/def2-TZVPD

Kohn-Sham gap: 0.2246 Ha
charge: 0
E_LUMO: -0.8 eV
ΔE to the lowest compared entry with this formula, charge and spin: 41.9 kcal/mol
E_HOMO: -0.25263 Eh

Positions of all 22 atoms, in Å:
Ag  -2.0451  5.9970  5.4935
C  0.6900  7.0271  6.8379
O  0.0843  5.8807  6.3396
H  0.0858  7.9390  6.6993
H  0.8603  6.9814  7.9264
H  1.6597  7.2854  6.3847
C  -2.7634  4.4331  8.3993
O  -1.5912  4.0901  8.5858
N  -3.1707  5.7031  8.1746
N  -3.6991  3.4472  8.3531
H  -2.5737  6.4308  8.5345
H  -4.1139  5.9568  7.9446
H  -3.3677  2.5076  8.4425
H  -4.6073  3.7231  8.0138
C  -1.6450  2.2716  4.3100
O  -1.3604  3.4439  4.5192
N  -2.4875  1.5946  5.1702
N  -1.2592  1.5631  3.2171
H  -2.8435  2.1779  5.9030
H  -2.4580  0.5955  5.1145
H  -1.5685  0.6105  3.1867
H  -0.7153  1.9404  2.4679

***

Entry 12:
C3H11B3NO5 | wB97M-V/def2-TZVPD

Kohn-Sham gap: 0.2162 Ha
charge: -1
E_LUMO: 3.0 eV
E_HOMO: -0.10553 Eh

Positions of all 23 atoms, in Å:
N  2.4262  -2.2134  -0.8979
C  1.3611  -1.2105  -1.1554
B  -0.0207  -1.8302  -0.7188
O  -0.6720  -2.8687  -1.4023
B  -1.9295  -2.4214  -1.7623
O  -2.6493  -1.5503  -0.9887
B  -1.8227  -0.6942  -0.2316
O  -2.0222  0.6223  -0.1162
O  -0.7197  -1.3210  0.3486
H  2.7144  -2.1028  0.0665
H  3.2430  -2.0343  -1.4675
H  1.4880  -0.2800  -0.5970
H  1.3331  -0.9203  -2.2027
H  -2.3611  -2.8098  -2.8035
H  -1.4003  1.0802  -0.7260
C  -0.0219  3.2298  2.1800
C  0.2823  1.8940  1.4605
O  0.3485  2.0486  0.1232
H  -0.9831  3.6349  1.8530
H  -0.0715  3.0893  3.2734
H  0.7571  3.9692  1.9753
H  -0.4960  1.1821  1.8343
H  1.2162  1.5064  1.9553

***

Entry 13:
C3H11BrINbPS | wB97M-V/def2-TZVPD

Kohn-Sham gap: 0.2229 Ha
charge: -1
E_LUMO: 2.0 eV
E_HOMO: -0.14897 Eh

Positions of all 19 atoms, in Å:
S  3.7376  -1.9097  0.7324
P  3.4807  -0.0231  0.0987
Nb  0.9539  0.7637  0.2826
Br  1.4600  3.2059  -0.3584
C  -1.2293  0.9527  0.0004
C  -2.0221  -0.1366  -0.7549
C  -2.4672  -1.2331  0.2089
I  -2.4369  -3.2033  -0.6121
H  4.3385  0.8547  0.7907
H  4.0068  0.1020  -1.1974
H  1.1253  0.1382  -1.4501
H  0.4437  -0.8452  0.7970
H  1.2346  1.0803  2.0943
H  -1.3853  1.9190  -0.4917
H  -1.5965  1.0206  1.0390
H  -1.4235  -0.5598  -1.5598
H  -2.9151  0.2928  -1.2270
H  -1.8062  -1.2960  1.0713
H  -3.4989  -1.1233  0.5358

***

Entry 14:
C3H11BrSi2 | wB97M-V/def2-TZVPD

Kohn-Sham gap (spin up / spin down): 0.2895 / 0.2122 Ha
charge: 0
spin multiplicity: 3
E_LUMO (spin up / spin down): 0.9 / -3.7 eV
E_HOMO (spin up / spin down): -0.25614 / -0.34744 Eh
⟨S²⟩: 2.0061

Positions of all 17 atoms, in Å:
C  -1.2964  -0.9277  -0.4406
C  -0.2482  2.0769  0.1784
C  1.6582  -0.1417  -0.9864
Si  0.2310  -0.3228  2.5217
Si  0.1854  0.2289  0.1352
Br  -0.4932  -3.3340  -2.9644
H  -1.8135  -1.5245  0.4395
H  -2.0035  -0.1954  -0.9047
H  -0.9533  -1.6967  -1.1812
H  -0.2774  2.6098  -0.8495
H  -1.3708  2.2138  0.6345
H  0.4025  2.7705  0.8634
H  2.5916  -0.2237  -0.4435
H  1.6052  -1.1215  -1.5604
H  1.7852  0.7289  -1.7672
H  1.0507  -0.0318  3.6584
H  -1.0534  -1.1090  2.6669

***

Entry 15:
C3H11IN3 | wB97M-V/def2-TZVPD

Kohn-Sham gap: 0.3014 Ha
charge: +1
E_LUMO: -3.2 eV
ΔE to the lowest compared entry with this formula, charge and spin: 0.4 kcal/mol
E_HOMO: -0.41868 Eh

Positions of all 18 atoms, in Å:
I  -1.1958  -3.7844  -3.7287
C  -1.1304  -2.6210  -5.4867
H  -0.8688  -1.5769  -5.2457
H  -2.1122  -2.6306  -5.9893
H  -0.3746  -3.0212  -6.1832
C  1.0637  0.8287  1.9138
N  1.4642  1.6437  2.8919
N  -0.2255  0.7531  1.6030
N  1.9644  0.0925  1.2523
C  -1.2718  1.5193  2.2724
H  0.7782  2.2078  3.3995
H  2.4563  1.7046  3.1340
H  -0.4976  0.1184  0.8483
H  1.6611  -0.5333  0.5020
H  2.9558  0.1554  1.4965
H  -2.2399  1.2590  1.8123
H  -1.1091  2.6044  2.1595
H  -1.3180  1.2805  3.3482

***

Entry 16:
C3H11N2 | wB97M-V/def2-TZVPD

Kohn-Sham gap (spin up / spin down): 0.2230 / 0.3780 Ha
charge: 0
spin multiplicity: 2
E_LUMO (spin up / spin down): 1.0 / 1.0 eV
ΔE to the lowest compared entry with this formula, charge and spin: 24.7 kcal/mol
E_HOMO (spin up / spin down): -0.18691 / -0.34254 Eh
⟨S²⟩: 0.7534

Positions of all 16 atoms, in Å:
C  -0.9792  -1.9269  1.2558
N  0.0387  -1.0626  1.4907
H  -0.9110  -2.8920  1.7554
H  -1.6569  -1.6340  0.4592
H  0.3332  -0.1189  1.0138
H  0.6449  -1.4104  2.2214
C  -0.1102  -0.0516  -1.4423
N  0.8147  0.5309  -0.4598
C  0.3744  1.9388  -0.1761
H  -1.1244  0.3382  -1.2640
H  0.1547  0.2331  -2.4668
H  0.0174  -1.1208  -1.4513
H  1.7528  0.5528  -0.8374
H  -0.5335  1.8231  0.4434
H  0.0323  2.4958  -1.0541
H  1.1520  2.3045  0.5121

***

Entry 17:
C3H11N2 | wB97M-V/def2-TZVPD

Kohn-Sham gap: 0.3660 Ha
charge: +1
E_LUMO: -4.4 eV
ΔE to the lowest compared entry with this formula, charge and spin: 22.6 kcal/mol
E_HOMO: -0.52655 Eh

Positions of all 16 atoms, in Å:
C  -0.5825  2.2474  0.0969
N  -1.3832  1.0828  -0.2665
H  -1.1667  3.0177  0.5828
H  -0.1359  2.6900  -0.7837
H  0.2334  1.9796  0.7617
H  -1.6150  1.0524  -1.2474
H  -0.3407  -0.2126  -0.0453
H  -2.2255  0.9935  0.2799
C  1.2450  -1.1138  1.1715
C  0.5426  -1.6983  -1.0556
N  0.4102  -0.9907  -0.0162
H  1.7980  -0.1836  1.2966
H  0.6088  -1.2876  2.0453
H  1.9272  -1.9614  1.0607
H  -0.0508  -1.5568  -1.9503
H  1.2856  -2.4812  -1.0579

***

Entry 18:
C3H11N2 | wB97M-V/def2-TZVPD

Kohn-Sham gap: 0.3660 Ha
charge: +1
E_LUMO: -4.4 eV
ΔE to the lowest compared entry with this formula, charge and spin: 23.2 kcal/mol
E_HOMO: -0.52776 Eh

Positions of all 16 atoms, in Å:
C  -2.0927  0.8062  0.1636
N  -1.6104  -0.5445  0.4665
H  -2.2952  0.8312  -0.9041
H  -1.3958  1.5807  0.4617
H  -3.0517  1.0715  0.6132
H  -2.2454  -1.2347  0.0669
H  0.0360  -0.4350  -0.0417
H  -1.5907  -0.7627  1.4660
C  1.9706  0.1462  0.7289
C  1.4398  -0.5527  -1.5149
N  1.0535  -0.2564  -0.3522
H  2.9410  0.3672  0.2942
H  1.5604  1.0578  1.1587
H  2.0277  -0.6373  1.4774
H  0.7825  -1.0042  -2.2504
H  2.4704  -0.4335  -1.8339

***

Entry 19:
C3H11N2 | wB97M-V/def2-TZVPD

Kohn-Sham gap: 0.4322 Ha
charge: +1
E_LUMO: -3.5 eV
ΔE to the lowest compared entry with this formula, charge and spin: 26.7 kcal/mol
E_HOMO: -0.56203 Eh

Positions of all 16 atoms, in Å:
C  2.4966  -0.1650  0.3755
N  1.4352  0.2965  0.9125
H  3.2793  -0.6301  0.9473
H  2.5704  -0.0919  -0.7064
H  0.1621  0.2967  0.2350
H  1.4169  0.1414  1.9134
C  -1.8900  0.0017  0.6758
N  -0.8608  0.3846  -0.3110
C  -0.8025  -0.5078  -1.5092
H  -2.8296  -0.2819  0.1848
H  -2.0322  0.8247  1.3652
H  -1.4628  -0.7861  1.2830
H  -0.8757  1.3368  -0.6740
H  -0.3677  -1.4664  -1.2156
H  -1.8084  -0.7011  -1.8616
H  -0.1383  -0.0209  -2.2298

***

Entry 20:
C3H11N2 | wB97M-V/def2-TZVPD

Kohn-Sham gap: 0.3939 Ha
charge: +1
E_LUMO: -4.7 eV
ΔE to the lowest compared entry with this formula, charge and spin: 30.1 kcal/mol
E_HOMO: -0.56597 Eh

Positions of all 16 atoms, in Å:
C  0.0106  -0.5689  1.9259
C  -1.2120  -1.2247  1.2632
H  0.4149  -1.4525  2.4132
H  0.8127  -0.2125  1.2866
H  -0.2243  0.3146  2.5308
H  -1.6997  -0.6562  0.4608
H  -1.9476  -1.3141  2.0444
H  -1.1478  -2.2857  0.8949
N  -0.4337  1.2115  -1.2238
C  0.6943  1.2872  -1.9422
N  1.4826  0.2391  -2.0861
H  -0.4085  0.5557  -0.5439
H  -0.9561  2.0308  -1.0972
H  0.8152  2.1738  -2.5455
H  2.5585  0.3537  -2.0410
H  1.2409  -0.4519  -1.3400

***

| no. | M (g mol⁻¹) |
| --- | --- |
| 1 | 126.2 |
| 2 | 126.2 |
| 3 | 122.3 |
| 4 | 122.3 |
| 5 | 90.2 |
| 6 | 78.2 |
| 7 | 78.2 |
| 8 | 110.2 |
| 9 | 110.2 |
| 10 | 106.3 |
| 11 | 259.0 |
| 12 | 173.6 |
| 13 | 409.9 |
| 14 | 183.2 |
| 15 | 216.0 |
| 16 | 75.1 |
| 17 | 75.1 |
| 18 | 75.1 |
| 19 | 75.1 |
| 20 | 75.1 |